Entry 1
Entry from OMol25: a 5-piece molecular cluster, C24H24ClO8 overall (the ωB97M-V functional and the def2-TZVPD basis).

Output
total charge = -1
HOMO-LUMO gap = 8.05 eV
multiplicity = 1

Cartesian coordinates (Å):
Cl: -0.3886 1.5096 -0.2900
C: -2.7364 -1.7034 -3.1465
C: -1.9106 -2.9053 -3.5002
C: -1.0153 -3.3983 -2.5940
C: -0.8362 -2.9124 -1.3646
C: -1.4775 -1.6629 -0.9329
C: -2.3939 -1.0893 -1.8972
O: -2.9840 0.0791 -1.5174
O: -0.4019 -4.6044 -2.9284
H: -3.3987 -1.1807 -3.9029
H: -1.9598 -3.4026 -4.5938
H: -0.1683 -3.3605 -0.8147
H: -1.5613 -1.3720 -0.0219
H: -2.2348 0.5252 -1.0390
H: 0.3105 -4.8439 -2.4496
C: -3.2513 3.2300 3.8951
C: -2.1829 3.1014 2.7797
C: -1.4452 4.2109 2.4061
C: -1.6621 5.4463 3.1517
C: -2.6737 5.5617 4.2046
C: -3.5505 4.4658 4.5085
O: -4.5209 4.6131 5.3517
O: -0.4279 4.1521 1.4783
H: -3.8649 2.4453 4.1844
H: -2.2206 2.0375 2.5134
H: -1.1171 6.4386 2.8856
H: -2.8224 6.6369 4.7612
H: -4.7340 5.5011 5.5519
H: -0.3153 3.2665 1.2595
C: 2.4935 -2.6811 2.4086
C: 1.5429 -1.4138 2.1529
C: 1.3355 -0.6010 3.2657
C: 1.8286 -0.8725 4.5385
C: 2.6679 -1.9350 4.6796
C: 2.8445 -2.9936 3.6985
O: 3.2581 -4.2727 3.8455
O: 0.5049 0.4549 3.0407
H: 2.3853 -3.4414 1.7253
H: 1.2020 -1.2053 1.1423
H: 1.8527 -0.0095 5.2741
H: 2.8168 -2.0792 5.7571
H: 3.5578 -4.4367 4.6271
H: -0.0485 0.4804 2.1697
C: 2.5960 0.9072 -4.8464
C: 3.2163 -0.2109 -5.7112
C: 2.4963 -1.3948 -5.6695
C: 1.6209 -1.7091 -4.6572
C: 1.1351 -0.6173 -3.8688
C: 1.7261 0.6370 -3.8561
O: 1.3938 1.5553 -2.8481
O: 2.9610 -2.5569 -6.3650
H: 2.9048 1.9867 -5.2240
H: 4.0200 -0.0326 -6.4043
H: 1.1266 -2.6375 -4.4988
H: 0.2444 -0.8463 -3.0333
H: 0.9822 1.3669 -2.0692
H: 3.2799 -2.2265 -7.2127

Entry 2
Entry from OMol25: a 5-piece molecular cluster, C24H24ClO8 overall (the ωB97M-V functional and the def2-TZVPD basis).

Output
total charge = -1
HOMO-LUMO gap = 7.90 eV
multiplicity = 1

Cartesian coordinates (Å):
Cl: 28.6614 43.7766 37.3413
C: 26.1949 41.9995 40.1891
C: 25.3867 40.7999 40.4687
C: 24.1756 40.9486 41.2664
C: 23.7583 42.2327 41.5127
C: 24.4799 43.3877 41.0577
C: 25.7076 43.2636 40.3868
O: 26.5144 44.3768 40.2545
O: 23.5498 39.8982 41.8447
H: 26.9220 41.8758 39.6434
H: 25.7247 39.9035 40.3179
H: 22.9121 42.3257 41.9713
H: 23.9787 44.3313 41.3039
H: 27.3362 44.3588 39.6627
H: 22.6686 39.9786 42.3747
C: 29.3903 46.9871 34.4465
C: 30.1878 47.7029 33.3148
C: 29.4444 48.5141 32.4681
C: 28.0265 48.5878 32.5783
C: 27.3352 47.8698 33.5854
C: 28.0747 47.1621 34.5410
O: 27.3021 46.2870 35.2513
O: 30.0247 49.1100 31.3741
H: 29.9645 46.3714 34.9055
H: 31.1786 47.6304 33.1786
H: 27.3693 48.9979 31.8804
H: 26.2349 48.0032 33.5847
H: 27.7806 45.8048 35.9204
H: 29.4662 49.6438 30.9369
C: 30.5799 43.4483 32.2228
C: 30.2299 42.7190 33.5737
C: 29.2978 41.7401 33.5003
C: 28.8568 41.2051 32.2927
C: 29.3624 41.8069 31.1248
C: 30.1605 42.9524 31.0829
O: 30.5554 43.4601 29.8249
O: 28.7239 41.3003 34.6405
H: 31.2940 44.3448 32.3201
H: 30.7597 43.1257 34.4930
H: 28.2663 40.5259 32.2596
H: 29.1070 41.2908 30.1925
H: 30.7790 44.2740 29.9663
H: 28.6224 41.8134 35.2874
C: 29.7845 39.5006 40.6394
C: 29.4918 38.0186 40.4629
C: 29.2396 37.4618 39.2150
C: 29.2174 38.2961 38.0622
C: 29.3853 39.7098 38.2544
C: 29.6581 40.3055 39.4569
O: 29.9396 41.7022 39.6080
O: 29.0053 36.1596 39.0676
H: 29.8952 39.9874 41.6073
H: 29.1823 37.4602 41.2375
H: 28.9155 38.0435 37.0871
H: 29.1394 40.3554 37.3999
H: 29.9959 42.2105 38.9015
H: 29.1494 35.7186 39.9136

Result of the stability comparison: entry 1 is the most stable of them.

Entry 1
Entry from OMol25: a 2-piece molecular cluster, C4H8FNO overall (the ωB97M-V functional and the def2-TZVPD basis).

Output
structure (SMILES) = C=C1NCCO1.F
total charge = 0
HOMO-LUMO gap = 9.49 eV
multiplicity = 1

Cartesian coordinates (Å):
C: 1.8430 -1.1778 0.2579
C: 0.5406 -0.7009 0.1632
N: -0.3133 -0.5306 -0.9655
C: -1.5408 0.2945 -0.5981
C: -1.2492 0.5059 0.9750
O: -0.0527 -0.0756 1.2142
H: 2.3443 -1.2735 1.1784
H: 2.1388 -2.0218 -0.4792
H: 0.1671 -0.2278 -1.8949
H: -2.3114 -0.2957 -0.9540
H: -1.5305 1.3640 -1.1015
H: -1.2215 1.6017 1.2179
H: -2.0024 0.0301 1.5731
F: 1.6174 1.6527 -0.5222
H: 1.5707 0.8549 -0.0644

Entry 2
Entry from OMol25: C4H8FNO as an isolated structure (the ωB97M-V functional and the def2-TZVPD basis).

Output
total charge = 0
HOMO-LUMO gap = 10.50 eV
multiplicity = 1

Cartesian coordinates (Å):
C: 1.0634 0.7926 -0.8871
C: -0.4247 1.0681 -1.2349
C: -0.4847 -0.1947 0.5853
C: -1.0150 -1.2984 1.3794
N: 0.8980 -0.1248 0.2700
O: -1.1240 0.0446 -0.5911
F: -0.6956 1.2175 1.5151
H: 1.6169 0.1791 -1.6868
H: 1.7448 1.6647 -0.4648
H: -0.6125 1.9650 -0.6499
H: -0.4208 1.0232 -2.2924
H: -0.2828 -2.2076 1.3505
H: -2.0382 -1.5500 1.1612
H: -1.0246 -1.0007 2.4151
H: 1.4198 -0.0187 1.0741

Result of the stability comparison: entry 2 is the most stable of them.

Entry 1
Entry from OMol25: a 2-piece molecular cluster, C4H8FNO overall (the ωB97M-V functional and the def2-TZVPD basis).

Output
structure (SMILES) = [H]/N=C\F.C=C(C)O
total charge = 0
HOMO-LUMO gap = 9.64 eV
multiplicity = 1

Cartesian coordinates (Å):
H: 2.4202 -2.2696 1.3044
N: 2.4991 -1.8772 0.3913
C: 2.3665 -2.5310 -0.6427
F: 1.8454 -3.7640 -0.4808
H: 2.6245 -2.1353 -1.6302
C: -0.8320 0.1545 -1.0662
C: -1.0828 1.0544 -0.1535
C: -0.6347 1.1012 1.3476
O: -1.6192 2.2234 -0.5544
H: -0.9831 0.4673 -2.0163
H: -0.4976 -0.7620 -0.7913
H: -0.9902 0.0979 1.8573
H: -1.0766 1.8787 1.7871
H: 0.3914 0.9751 1.3168
H: -2.1983 2.2499 -1.3257

Entry 2
Entry from OMol25: the molecule C4H8FNO (the ωB97M-V functional and the def2-TZVPD basis).

Output
structure (SMILES) = CO/C=C(\F)CN
total charge = 0
HOMO-LUMO gap = 9.36 eV
multiplicity = 1

Cartesian coordinates (Å):
C: 2.2669 -0.6899 1.0396
O: 2.1494 0.1187 -0.1353
C: 0.9281 0.3098 -0.6481
C: -0.2783 -0.1088 -0.1944
F: -0.4277 -0.8177 0.9111
C: -1.5641 0.1449 -0.8991
N: -2.5042 0.9251 -0.1535
H: 1.7846 -1.6767 0.8738
H: 1.8083 -0.1633 1.8855
H: 3.3106 -0.8224 1.1800
H: 0.9084 0.7067 -1.6489
H: -1.2576 0.6955 -1.8032
H: -2.0379 -0.7530 -1.2038
H: -2.9984 0.3689 0.5129
H: -2.0882 1.7622 0.2833

Result of the stability comparison: entry 2 is the most stable of them.

Entry 1
Entry from OMol25: a 2-piece molecular cluster, CH4O4S overall (the ωB97M-V functional and the def2-TZVPD basis).

Output
total charge = 0
HOMO-LUMO gap (spin up / spin down) = 6.60 / 10.43 eV
multiplicity = 1

Cartesian coordinates (Å):
C: 1.3412 0.5477 -0.0662
O: -2.2116 1.8969 0.0825
O: -0.7275 -2.0090 -0.4137
O: 0.1808 1.4358 -0.3140
O: -0.6449 -1.4772 0.8334
S: -1.0851 1.1963 0.6697
H: 1.6684 0.4400 -1.0476
H: 0.8397 -0.4674 0.3835
H: 2.1483 1.0311 0.5223
H: -1.5093 -2.5942 -0.6497

Entry 2
Entry from OMol25: the molecule CH4O4S (the ωB97M-V functional and the def2-TZVPD basis).

Output
structure (SMILES) = O=S(=O)(O)CO
total charge = 0
HOMO-LUMO gap = 11.57 eV
multiplicity = 1

Cartesian coordinates (Å):
O: -0.7837 0.6500 1.3843
S: -0.9635 -0.0398 0.1389
O: -2.2223 -0.7144 -0.1003
O: -0.6716 1.2491 -0.9396
C: 0.5782 -0.8902 -0.2510
O: 1.5727 0.0298 0.1635
H: -0.0804 1.8681 -0.4999
H: 0.5822 -1.1229 -1.3819
H: 0.8169 -1.7760 0.4515
H: 1.1714 0.7463 1.0344

Result of the stability comparison: entry 2 is the most stable of them.

Entry 1
Entry from OMol25: a 9-piece molecular cluster, C5H28N2O9 overall (the ωB97M-V functional and the def2-TZVPD basis).

Output
structure (SMILES) = CC(=O)N(C)CCN.O.O.O.O.O.O.O.O
total charge = 0
HOMO-LUMO gap = 8.94 eV
multiplicity = 1

Cartesian coordinates (Å):
C: 1.8707 -2.6780 1.4075
C: 2.6692 -1.5006 1.0890
O: 3.8091 -1.6186 0.6355
N: 2.0488 -0.2901 1.2691
C: 2.8064 0.9709 1.1720
C: 0.6290 -0.1410 1.5593
C: -0.2777 -0.1896 0.3273
N: -1.1011 1.0252 0.2981
H: 0.8781 -2.6897 0.9624
H: 2.3889 -3.6307 1.2933
H: 1.5856 -2.6201 2.4805
H: 3.8613 0.6543 1.1033
H: 2.8842 1.3428 2.1830
H: 2.4420 1.5946 0.3574
H: 0.4438 -0.8039 2.4751
H: 0.3722 0.8296 2.0114
H: 0.2649 -0.2412 -0.6332
H: -0.9076 -1.1449 0.2600
H: -0.4462 1.6608 -0.2053
H: -1.9364 0.8273 -0.2231
O: 0.1797 1.9248 -1.9741
H: -0.6434 1.5501 -2.3435
H: 0.5625 2.4021 -2.7199
O: 1.0092 2.9663 3.4689
H: 0.2187 2.7920 3.9932
H: 0.8044 3.7860 3.0163
O: -0.9360 0.1376 -3.6472
H: -0.5562 -0.6251 -3.1781
H: -0.9180 -0.0897 -4.5918
O: 1.2628 -2.0353 -1.8945
H: 2.0054 -2.2649 -2.4698
H: 1.7770 -1.5654 -1.2146
O: -3.3102 1.2866 -2.2148
H: -2.6482 0.7106 -2.6245
H: -3.9013 0.6145 -1.8513
O: -3.7966 -1.4539 -0.2963
H: -4.5128 -1.5106 -0.9418
H: -3.0354 -1.9482 -0.6345
O: -1.4167 3.7393 2.3495
H: -1.5280 2.9663 1.7814
H: -0.9368 4.4045 1.8501
O: -1.4474 -2.7544 -1.3006
H: -1.9995 -3.5344 -1.3785
H: -0.5183 -2.8559 -1.0061

Entry 2
Entry from OMol25: a 9-piece molecular cluster, C5H28N2O9 overall (the ωB97M-V functional and the def2-TZVPD basis).

Output
structure (SMILES) = CCNCCNC=O.O.O.O.O.O.O.O.O
total charge = 0
HOMO-LUMO gap = 9.98 eV
multiplicity = 1

Cartesian coordinates (Å):
C: 0.2286 -0.2970 2.7197
C: -0.5343 -0.3625 1.3097
N: -0.5212 -1.6595 0.5099
C: -0.5408 -1.3022 -0.9447
C: 0.3133 -2.4512 -1.8007
N: 1.7153 -2.3882 -1.3476
C: 2.8034 -1.7542 -1.9069
O: 3.8275 -1.8278 -1.2482
H: 0.4622 0.6283 3.0177
H: 1.3680 -0.5407 2.3130
H: 0.0819 -1.0534 3.4786
H: -0.1117 0.5291 0.7132
H: -1.7062 -0.1780 1.5393
H: 0.3583 -2.1133 0.8648
H: -1.5546 -1.4178 -1.3801
H: -0.2126 -0.3120 -1.2721
H: 0.2896 -2.1406 -2.9047
H: -0.1100 -3.5092 -1.6707
H: 1.9046 -3.0276 -0.5775
H: 2.7440 -1.1969 -2.8501
O: 1.3771 3.5935 1.4774
H: 1.0774 2.6686 1.3852
H: 2.3431 3.3746 1.6970
O: 3.2306 -2.4343 1.2906
H: 3.3369 -1.8615 1.9980
H: 3.6947 -2.1630 0.5229
O: 2.5681 1.6106 0.3166
H: 2.3845 0.7134 0.0018
H: 2.0100 1.8932 -0.5338
O: -3.6986 0.6862 -0.9715
H: -3.6261 -0.1805 -0.6077
H: -3.3412 1.4221 -0.5962
O: -2.1757 1.3820 -2.9880
H: -1.7500 0.6873 -2.5637
H: -3.0821 1.1915 -2.8667
O: 0.0878 2.9875 -0.7880
H: -0.2975 3.1366 -1.7118
H: 0.4414 3.7227 -0.2966
O: -2.3202 2.8213 0.0582
H: -2.3905 3.7299 -0.1326
H: -1.4369 2.4928 -0.0353
O: -3.4445 -1.6470 2.0197
H: -3.2132 -1.5857 2.9030
H: -2.5802 -1.8671 1.8590

Result of the stability comparison: entry 1 is the most stable of them.